# 1
Density functional theory data (wB97M-V/def2-TZVPD) for C5H10N2O in the gas phase.

XYZ file:
```
18
Properties=species:S:1:pos:R:3:mulliken_charge:R:1
H 1.771 1.295 -1.982 0.248
N 1.668 0.385 -1.537 -0.641
C 0.781 0.339 -0.631 0.784
C -0.016 1.486 -0.205 -0.653
C -1.253 1.526 0.291 -0.079
C -2.168 0.380 0.551 -1.125
C 0.615 -1.021 0.040 0.139
N 1.694 -1.943 -0.237 -0.700
O 0.512 -0.840 1.429 -0.564
H 0.492 2.431 -0.373 0.309
H -1.658 2.503 0.526 0.352
H -2.236 -0.276 -0.315 0.263
H -1.788 -0.207 1.386 0.254
H -3.165 0.735 0.799 0.355
H -0.310 -1.486 -0.352 0.203
H 1.736 -2.126 -1.233 0.275
H 2.575 -1.499 0.009 0.269
H 0.749 -1.683 1.835 0.313
```

Results
SMILES: [H]/N=C(\C=C/C)[C@@H](N)O
Multiplicity: 1
HOMO-LUMO gap, eV: 10.2
Calculated total energy, eV: -10373.905
ΔE to the lowest compared entry with this formula, charge and spin, kJ/mol: 135.11


# 2
Density functional theory data (wB97M-V/def2-TZVPD) for a molecular structure, C30H33N7NdOPS.

XYZ file:
```
74
Properties=species:S:1:pos:R:3:lowdin_spin:R:1
Nd 0.216 1.166 0.503 3.041
N 3.494 -0.208 -0.147 0.000
C 3.703 1.092 0.056 0.000
N 4.955 1.516 0.111 0.000
C 5.122 2.826 0.244 0.000
N 6.354 3.303 0.358 0.000
N 4.107 3.730 0.250 0.000
C 2.913 3.218 0.257 0.000
N 2.597 1.902 0.225 -0.005
C 1.789 4.197 0.279 0.000
C 2.036 5.527 -0.003 0.000
C 0.985 6.427 0.047 0.000
C -0.274 5.964 0.396 0.000
C -0.435 4.616 0.642 0.000
N 0.565 3.728 0.568 -0.004
H 4.314 -0.749 -0.375 0.000
H 2.599 -0.465 -0.561 0.000
H 7.137 2.674 0.327 0.000
H 6.501 4.295 0.419 0.000
H 3.044 5.832 -0.241 0.000
H 1.145 7.475 -0.173 0.000
H -1.121 6.632 0.472 0.000
H -1.405 4.229 0.914 0.000
C -4.987 3.392 1.778 0.000
C -4.385 2.136 1.157 0.000
S -3.235 2.571 -0.177 0.000
O -1.957 1.753 0.134 -0.005
C -4.008 1.768 -1.594 0.000
C -3.952 0.251 -1.563 0.000
H -5.642 3.112 2.603 0.000
H -5.584 3.952 1.057 0.000
H -4.214 4.055 2.173 0.000
H -5.150 1.474 0.751 0.000
H -3.771 1.575 1.859 0.000
H -3.483 2.182 -2.456 0.000
H -5.028 2.162 -1.601 0.000
H -2.927 -0.109 -1.516 0.000
H -4.402 -0.129 -2.481 0.000
H -4.506 -0.166 -0.722 0.000
N 0.660 -0.450 -0.909 -0.023
P 0.441 -1.959 -0.517 -0.002
C -1.297 -2.411 -0.256 0.000
C -1.955 -1.693 0.741 0.000
C -3.244 -2.012 1.124 0.000
C -3.900 -3.060 0.483 0.000
C -3.263 -3.770 -0.525 0.000
C -1.957 -3.453 -0.891 0.000
C 1.072 -2.479 1.119 -0.001
C 1.052 -3.840 1.431 0.000
C 1.486 -4.291 2.668 0.000
C 1.932 -3.386 3.623 0.000
C 1.915 -2.029 3.350 0.000
C 1.481 -1.585 2.110 -0.001
C 1.145 -3.063 -1.755 0.000
C 2.209 -3.936 -1.544 0.000
C 2.747 -4.641 -2.614 0.000
C 2.227 -4.482 -3.889 0.000
C 1.171 -3.606 -4.109 0.000
C 0.639 -2.891 -3.050 0.000
H -1.432 -0.889 1.244 0.000
H -3.735 -1.467 1.921 0.000
H -4.907 -3.327 0.779 0.000
H -3.777 -4.586 -1.017 0.000
H -1.455 -4.025 -1.663 0.000
H 0.686 -4.552 0.700 0.000
H 1.476 -5.350 2.889 0.000
H 2.279 -3.739 4.585 0.000
H 2.240 -1.322 4.103 0.000
H 1.489 -0.520 1.941 -0.001
H 2.633 -4.070 -0.557 0.000
H 3.574 -5.319 -2.445 0.000
H 2.652 -5.038 -4.716 0.000
H 0.771 -3.479 -5.107 0.000
H -0.166 -2.184 -3.219 0.000
```

Results
Multiplicity: 4
Net charge: +2
HOMO-LUMO gap (alpha / beta), eV: 7.9 / 8.0
Calculated total energy, eV: -79515.841
ΔE to the lowest compared entry with this formula, charge and spin, kJ/mol: 0.00


# 3
Density functional theory data (wB97M-V/def2-TZVPD) for a molecular structure, C46H56InO.

XYZ file:
```
104
Properties=species:S:1:pos:R:3:mulliken_charge:R:1
C 0.680 -2.334 1.346 -0.347
C -0.034 -2.597 0.415 0.124
C -0.865 -2.904 -0.708 -1.443
In -0.828 -1.178 -2.167 0.997
O 0.759 -1.509 -3.491 -0.785
C 1.804 -0.555 -3.282 -0.183
C 3.120 -1.259 -2.902 0.864
C 2.850 -2.554 -2.123 -1.229
C 4.119 -0.382 -2.126 -1.239
C 3.561 0.331 -0.889 1.766
C 4.675 0.462 0.160 -2.005
C 3.086 1.754 -1.237 -1.911
H 1.407 -1.871 1.973 0.442
H -1.894 -2.978 -0.345 0.404
H -0.576 -3.845 -1.172 0.390
H -2.384 -0.946 -2.999 -0.395
H -0.509 0.266 -1.168 -0.357
H 1.933 0.010 -4.214 0.044
H 1.507 0.123 -2.484 -0.124
H 3.620 -1.564 -3.828 0.376
H 3.819 -2.917 -1.772 0.497
H 2.458 -3.286 -2.820 0.492
H 2.172 -2.400 -1.287 -0.378
H 4.943 -1.038 -1.835 0.437
H 4.546 0.387 -2.779 0.124
H 2.741 -0.219 -0.425 0.076
H 4.308 0.945 1.066 0.439
H 5.104 -0.506 0.422 0.355
H 5.476 1.061 -0.278 0.423
H 2.415 2.141 -0.473 0.386
H 2.596 1.790 -2.206 0.399
H 3.957 2.409 -1.310 0.466
C 5.312 0.929 -5.696 -0.008
C 5.482 2.291 -5.495 -0.459
C 6.638 2.920 -5.939 -0.378
C 7.620 2.186 -6.590 -0.409
C 7.449 0.824 -6.792 -0.350
C 6.296 0.195 -6.343 -0.523
H 4.412 0.438 -5.345 0.300
H 4.714 2.862 -4.989 0.383
H 6.772 3.982 -5.778 0.363
H 8.521 2.677 -6.938 0.347
H 8.216 0.251 -7.299 0.353
H 6.164 -0.869 -6.495 0.382
C -4.744 1.408 0.476 -0.637
C -3.637 0.572 0.437 -0.218
C -3.207 -0.063 1.594 -0.053
C -3.887 0.136 2.789 -0.461
C -4.996 0.971 2.827 -0.439
C -5.423 1.609 1.670 -0.246
H -5.076 1.905 -0.428 0.393
H -3.103 0.408 -0.488 0.052
H -2.337 -0.708 1.562 0.416
H -3.552 -0.360 3.690 0.374
H -5.528 1.124 3.759 0.374
H -6.285 2.265 1.700 0.369
C 8.517 -0.354 0.766 -0.351
C 9.502 -1.332 0.764 -0.428
C 9.757 -2.064 1.915 -0.378
C 9.024 -1.821 3.068 -0.416
C 8.037 -0.844 3.070 -0.366
C 7.786 -0.109 1.920 -0.300
H 8.314 0.213 -0.133 0.379
H 10.067 -1.527 -0.138 0.365
H 10.526 -2.826 1.913 0.367
H 9.219 -2.396 3.965 0.371
H 7.461 -0.659 3.967 0.380
H 7.015 0.650 1.919 0.388
C 3.747 -3.936 0.935 -0.019
C 4.829 -4.004 1.801 -0.693
C 5.350 -5.238 2.171 -0.365
C 4.787 -6.404 1.672 -0.360
C 3.704 -6.334 0.804 -0.460
C 3.184 -5.102 0.438 -0.426
H 3.338 -2.979 0.644 0.409
H 5.271 -3.094 2.188 0.458
H 6.193 -5.290 2.849 0.371
H 5.193 -7.367 1.958 0.345
H 3.265 -7.244 0.413 0.359
H 2.338 -5.043 -0.235 0.341
C -10.267 4.331 -1.366 -0.358
C -9.156 3.500 -1.410 -0.451
C -8.716 2.869 -0.255 -0.348
C -9.391 3.065 0.941 -0.059
C -10.503 3.893 0.986 -0.325
C -10.940 4.529 -0.168 -0.461
H -10.609 4.825 -2.267 0.354
H -8.631 3.344 -2.344 0.375
H -7.848 2.223 -0.286 0.381
H -9.049 2.568 1.841 0.132
H -11.029 4.042 1.921 0.387
H -11.805 5.178 -0.134 0.358
C -12.303 1.564 5.768 -0.318
C -12.239 2.935 5.975 -0.387
C -11.174 3.664 5.465 -0.383
C -10.177 3.024 4.743 -0.404
C -10.242 1.653 4.534 -0.275
C -11.304 0.923 5.049 -0.513
H -13.133 0.994 6.167 0.359
H -13.019 3.435 6.535 0.357
H -11.121 4.733 5.630 0.368
H -9.348 3.594 4.342 0.446
H -9.466 1.153 3.970 0.397
H -11.354 -0.146 4.888 0.366
```

Results
Multiplicity: 1
Net charge: -1
HOMO-LUMO gap, eV: 6.9
Calculated total energy, eV: -55829.794


# 4
Density functional theory data (wB97M-V/def2-TZVPD) for 3 unconnected molecules or ions with the total composition H7O3.

XYZ file:
```
10
Properties=species:S:1:pos:R:3:mulliken_charge:R:1
O 0.076 1.084 2.117 -0.649
H 0.657 1.682 2.565 0.317
H -0.673 0.925 2.704 0.340
O -0.298 -1.471 -1.797 -0.631
H -0.904 -1.174 -2.495 0.338
H -0.180 -2.402 -1.965 0.345
O 0.243 0.412 -0.342 -0.423
H 0.033 -0.440 -0.854 0.487
H -0.061 0.587 0.613 0.481
H 1.168 0.656 -0.353 0.394
```

Results
Multiplicity: 1
Net charge: +1
HOMO-LUMO gap, eV: 13.7
Calculated total energy, eV: -6249.224
ΔE to the lowest compared entry with this formula, charge and spin, kJ/mol: 18.94


# 5
Density functional theory data (wB97M-V/def2-TZVPD) for 2 unconnected molecules or ions with the total composition C3H11NO2.

XYZ file:
```
17
Properties=species:S:1:pos:R:3:mulliken_charge:R:1
C -0.690 0.681 -1.566 -1.349
C 0.198 -0.128 -0.631 -0.005
O 1.171 0.688 0.065 -0.698
C -0.435 -1.115 0.347 -0.241
N 0.493 -2.105 0.848 -0.478
H -0.049 1.293 -2.205 0.327
H -1.249 1.365 -0.915 0.319
H -1.375 0.167 -2.230 0.362
H 0.733 -0.748 -1.376 0.414
H 2.026 0.447 -0.300 0.355
H -1.228 -1.592 -0.245 0.297
H -0.961 -0.544 1.124 0.282
H 0.299 -2.815 1.518 0.172
H 1.407 -1.693 0.849 0.126
O -0.532 2.064 1.668 -0.678
H 0.202 2.663 1.847 0.299
H -0.011 1.374 1.203 0.495
```

Results
SMILES: C[C@@H](O)CN.O
Multiplicity: 1
HOMO-LUMO gap, eV: 9.6
Calculated total energy, eV: -8873.784
ΔE to the lowest compared entry with this formula, charge and spin, kJ/mol: 68.07